A structure of composition C4H5NOS, computed with wB97M-V/def2-TZVPD.

Results
Kohn-Sham gap: 0.3322 hartree
ΔE to the lowest compared entry with this formula, charge and spin: 390.5 kJ/mol

XYZ file:
```
12
Properties=species:S:1:pos:R:3:forces:R:3
C -2.24342 0.07550 0.18910 4.3237 -0.9837 0.8862
C -1.30090 -0.96278 -0.16778 -3.3922 2.2190 -0.4521
C 0.22672 -0.70939 -0.10272 -3.9870 -0.5760 -0.2740
C 1.90572 0.96593 0.00771 -1.7158 0.2655 0.2336
H -1.86015 1.22459 0.82565 -1.5032 -4.0627 -2.3864
H -3.27970 -0.26763 0.04339 0.3647 0.9794 0.3336
H -1.87353 -1.89060 -0.73840 2.2941 2.2330 1.7497
H 2.39704 1.57985 -0.77300 -0.6721 -0.5729 0.0949
H 1.81089 1.69510 0.92863 0.1567 -1.9978 -1.2135
N 1.11494 -1.52614 0.16849 1.5082 -1.5747 0.5979
O 0.51376 0.52350 -0.39954 1.0365 4.2600 -0.2595
S 2.58863 -0.70793 0.01846 1.5864 -0.1891 0.6896
```
Forces are in eV/Å.